Entry 1:
Below is C5H10N2O in the gas phase, with properties calculated with wB97M-V/def2-TZVPD.

Multiplicity   1
Energy relative to the best compared isomer or geometry (same formula, charge and spin)   589.6 kJ/mol
Frontier orbital gap   9.95 eV
SMILES string   CCN1CCC(=O)N1

Last column: Löwdin charge in e.
Cartesian coordinates (Å):
C -0.09358 0.06670 2.08507  -0.14
C 1.08982 -0.76719 1.28076  -0.15
N 0.78596 -0.59987 -0.31496  -0.08
C -0.59292 -0.92602 -0.74113  -0.18
C -0.72646 0.02247 -1.96046  -0.12
C -0.27884 1.17802 -1.33999  -0.48
O -0.53442 2.31895 -1.83649  0.02
N 0.53466 0.81508 -0.26583  -0.03
H 0.07940 1.24881 1.60584  0.13
H 0.35445 0.35008 3.19482  0.09
H -1.20365 -0.55221 2.09670  0.11
H 1.44323 -1.75492 1.48820  0.07
H 1.96479 -0.16683 1.64752  0.09
H -1.35747 -0.56688 -0.07895  0.08
H -0.85812 -2.07499 -1.05466  0.17
H -0.20959 -0.24724 -2.77856  0.08
H -1.77584 0.41449 -2.59386  0.22
H 1.37859 1.24155 -0.43400  0.12



Entry 2:
Below is 2 unconnected molecules or ions with the total composition C6H13NO, with properties calculated with wB97M-V/def2-TZVPD.

Multiplicity   2
Total charge   -1
<S²>   0.750
Energy relative to the best compared isomer or geometry (same formula, charge and spin)   149.5 kJ/mol
Frontier orbital gap (spin up / spin down)   2.67 / 8.15 eV

Last column: Löwdin charge in e.
Cartesian coordinates (Å):
C 0.10819 1.87767 -0.33360  -0.11
C 0.02631 0.42169 -0.02942  -0.36
C 0.95668 -0.46772 -0.37055  -0.26
N 2.19640 -0.19062 -0.98959  0.01
C -1.26694 -0.01791 0.64230  -0.26
C -1.13801 0.31272 2.12052  -0.19
C -0.38874 -0.48675 2.87621  -0.03
H 1.01507 2.15273 -0.85523  0.05
H -0.77808 2.27632 -0.84601  0.06
H 0.09421 2.38785 0.63638  0.07
H 0.89215 -1.52091 -0.12308  0.09
H 2.46114 0.77128 -1.02401  0.04
H 2.25746 -0.67585 -1.88036  0.05
H -1.42559 -1.10006 0.50216  0.08
H -2.12106 0.44467 0.15037  0.06
H -1.70892 1.13694 2.53067  0.09
H -0.31681 -0.20873 3.92746  0.04
H 0.13891 -1.33541 2.49950  0.05
H -0.79494 -1.96934 -3.32850  -0.04
H -1.23828 -0.88311 -2.35371  -0.06
O -0.43993 -1.23824 -2.78015  -0.39



Entry 3:
Below is a molecular structure, C62H39Cl2I4N5OScSe, with properties calculated with wB97M-V/def2-TZVPD.

Multiplicity   1
Total charge   -1
Energy relative to the best compared isomer or geometry (same formula, charge and spin)   522.5 kJ/mol
Frontier orbital gap (spin up / spin down)   4.62 / 4.51 eV

Last column: Löwdin charge in e.
Cartesian coordinates (Å):
Sc 0.67086 -0.20674 -0.98987  1.00
I -6.73185 0.73001 7.45651  0.80
C -5.50584 0.56621 5.78737  -0.76
C -6.01249 0.04053 4.57474  -0.16
C -5.20509 -0.01146 3.43085  -0.05
C -3.88225 0.49725 3.47070  -0.16
C -3.34162 0.94487 4.70697  -0.02
C -4.14364 0.98167 5.84303  -0.15
C -3.01943 0.52149 2.30732  -0.10
C -3.40415 0.27278 0.98666  -0.13
C -4.64237 0.45545 0.33398  0.00
C -4.41995 0.40379 -1.04195  0.01
C -3.03669 0.11185 -1.28896  -0.11
C -2.51774 0.13807 -2.62432  -0.08
C -3.38671 0.66958 -3.68443  -0.23
C -3.01566 1.88540 -4.26945  -0.03
C -3.75590 2.38705 -5.32077  -0.15
C -4.88951 1.67293 -5.79001  -0.74
I -6.00249 2.42377 -7.38870  0.81
C -5.25956 0.44685 -5.17903  -0.14
C -4.50607 -0.04965 -4.11768  -0.04
C -1.30957 -0.41104 -3.12631  -0.25
N -0.45167 -1.17439 -2.38308  0.00
C 0.46343 -1.83026 -3.27330  -0.21
C 1.23682 -2.92069 -2.82395  -0.11
C 1.76069 -3.96568 -3.71850  -0.18
C 1.12230 -4.23278 -4.92993  -0.03
C 1.63583 -5.23987 -5.74754  -0.15
C 2.77400 -5.98615 -5.36419  -0.76
I 3.56207 -7.45249 -6.60694  0.81
C 3.38652 -5.70385 -4.10732  -0.16
C 2.86483 -4.72549 -3.28547  -0.05
C 1.18737 -3.18579 -1.40045  -0.23
C 0.79864 -4.44624 -0.75649  0.00
C 0.02789 -4.11369 0.33993  0.02
C -0.02023 -2.64334 0.37508  -0.25
N 0.92971 -2.19279 -0.48857  -0.03
C -1.03132 -1.80083 0.79315  -0.06
C -1.12296 -0.36933 0.37697  -0.38
C 0.05770 1.69689 1.65096  -0.50
C -0.90832 2.04695 2.76788  -0.01
C -1.67429 0.95657 2.39874  -0.16
N -0.67145 0.38265 1.45898  -0.06
C -2.21377 -2.43383 1.45776  -0.18
C -3.22944 -3.00518 0.66128  -0.02
C -4.40659 -3.45766 1.24566  -0.14
C -4.57147 -3.34581 2.65518  -0.75
I -6.35156 -3.95896 3.53173  0.84
C -3.52301 -2.81516 3.44146  -0.15
C -2.34592 -2.37151 2.84708  -0.02
C 0.20387 -1.33869 -4.60085  -0.04
C -0.89681 -0.48755 -4.52569  0.00
N -2.39781 0.02695 -0.01962  0.08
H -7.04051 -0.33526 4.53778  0.08
H -5.57536 -0.47023 2.50206  0.10
H -2.29789 1.29301 4.75543  0.10
H -3.73552 1.36375 6.77938  0.09
H -5.58536 0.65682 0.84476  0.10
H -5.14693 0.56770 -1.82975  0.10
H -2.13890 2.42221 -3.88248  0.14
H -3.46530 3.32721 -5.79719  0.09
H -6.13982 -0.10287 -5.54905  0.09
H -4.76023 -0.98745 -3.58860  0.14
H 0.22235 -3.67016 -5.21095  0.11
H 1.17028 -5.46684 -6.71679  0.09
H 4.24968 -6.29985 -3.78601  0.09
H 3.29185 -4.52786 -2.29062  0.12
H 0.99182 -5.46190 -1.12316  0.11
H -0.54793 -4.79753 0.97620  0.11
H 0.14473 2.35309 0.76882  0.07
H -1.04680 2.88211 3.49293  0.10
H -3.08938 -3.06419 -0.43414  0.14
H -5.20864 -3.88027 0.63891  0.09
H -3.66119 -2.70732 4.52173  0.10
H -1.56330 -1.87664 3.44540  0.14
H 0.75420 -1.65449 -5.49037  0.10
H -1.40485 0.01464 -5.35697  0.11
Cl 1.05933 4.66066 -1.07741  0.79
C 2.33097 3.57352 -0.95820  -0.63
C 3.62712 4.00479 -0.64976  -0.11
C 4.71639 3.12564 -0.56890  -0.65
Cl 6.24495 3.72542 -0.15829  0.73
C 4.52321 1.74086 -0.80114  -0.18
C 5.54832 0.77644 -0.73186  -0.01
C 5.23751 -0.57479 -0.95252  -0.05
C 3.93069 -0.95692 -1.21206  -0.07
N 2.90535 -0.05080 -1.29264  0.06
C 3.19905 1.28508 -1.11166  -0.19
C 2.11825 2.18159 -1.16475  -0.40
O 0.87850 1.75574 -1.41585  -0.19
H 3.82521 5.05730 -0.43705  0.11
H 6.57749 1.09398 -0.52256  0.10
H 6.00602 -1.36247 -0.90441  0.11
H 3.69513 -2.01175 -1.39424  0.11
C 6.09555 4.97563 4.45176  -0.07
C 5.07106 4.11240 3.77993  -0.28
C 3.79766 4.59332 3.43255  -0.02
C 2.82977 3.77362 2.83385  -0.27
C 1.49252 4.36406 2.51527  -0.06
C 3.12729 2.39986 2.57220  -0.37
Se 1.89588 1.04778 1.92688  1.17
C 4.43639 1.92227 2.88013  -0.31
C 4.82476 0.47741 2.67862  -0.10
C 5.37753 2.77687 3.47570  -0.03
H 5.68138 5.97948 4.66327  0.08
H 6.99831 5.12048 3.83527  0.08
H 6.43050 4.54012 5.41078  0.08
H 3.52240 5.62294 3.68007  0.11
H 1.62219 5.46654 2.49497  0.09
H 0.72791 4.15170 3.29067  0.08
H 1.08493 4.05422 1.54130  0.03
H 4.34044 -0.04603 1.83352  0.03
H 4.63112 -0.13954 3.58856  0.10
H 5.92063 0.44141 2.50134  0.08
H 6.37396 2.38083 3.71278  0.12



Entry 4:
Below is 2 unconnected molecules or ions with the total composition C3H9N2O, with properties calculated with wB97M-V/def2-TZVPD.

Multiplicity   2
Total charge   +2
<S²>   0.756
Energy relative to the best compared isomer or geometry (same formula, charge and spin)   150.1 kJ/mol
Frontier orbital gap (spin up / spin down)   11.77 / 7.69 eV

Last column: Löwdin charge in e.
Cartesian coordinates (Å):
C 0.49819 1.40276 -1.59738  0.01
C -0.90509 1.85109 0.33062  0.17
N 0.24791 1.72751 -0.19243  0.00
H 0.57342 0.30695 -1.79672  0.11
H 1.46328 1.86895 -1.80681  0.12
H -0.29994 1.79680 -2.24177  0.12
H -1.73816 1.64982 -0.27851  0.11
H -1.00937 2.23136 1.36836  0.16
H 1.04071 1.58985 0.45232  0.19
C 0.07952 -2.02106 0.23107  -0.11
N -0.95394 -1.28892 0.73812  0.23
O 1.23456 -1.82490 0.65774  0.38
H -0.15001 -2.87610 -0.43205  0.22
H -1.82167 -1.40651 0.19101  0.17
H -1.02825 -1.02874 1.67663  0.13



Entry 5:
Below is a molecular structure, C14H39N2Se2Si2Sn, with properties calculated with wB97M-V/def2-TZVPD.

Multiplicity   1
Total charge   +1
Frontier orbital gap   7.70 eV

Last column: Löwdin charge in e.
Cartesian coordinates (Å):
Sn 0.35937 -0.82799 0.12748  1.10
C 1.46290 -1.19011 5.09761  -0.40
Se 1.02616 -0.11216 3.54118  0.82
C 2.80294 0.64746 3.22680  -0.56
C 3.91995 -0.32337 2.89069  -0.55
Se 3.85308 -1.07688 1.07694  0.80
C 5.78231 -1.09692 0.80528  -0.41
H 1.81429 -0.54357 5.89711  0.03
H 2.20844 -1.93913 4.84799  0.02
H 0.54510 -1.68426 5.40567  0.02
H 3.05525 1.18306 4.14148  0.07
H 2.66667 1.38337 2.43563  0.04
H 3.96463 -1.14540 3.59900  0.05
H 4.87106 0.20703 2.93718  0.07
H 6.25798 -1.72172 1.55622  0.03
H 6.17536 -0.08457 0.84306  0.02
H 5.96144 -1.52042 -0.17967  0.02
N 0.72353 -1.35090 -2.21148  -0.07
C -0.40624 -1.77963 -3.07607  -0.22
C -0.97556 -3.12828 -2.65761  -0.17
C -1.81977 -3.12951 -1.39107  -0.22
N -0.99915 -2.86893 -0.18152  -0.08
H 1.10197 -0.48350 -2.58017  0.06
H 1.47861 -2.02899 -2.26888  0.10
H -0.08132 -1.83719 -4.11531  0.13
H -1.16935 -1.00802 -3.01769  0.09
H -0.15863 -3.85467 -2.55402  0.12
H -1.60066 -3.49515 -3.47235  0.13
H -2.32929 -4.09034 -1.30593  0.12
H -2.58718 -2.35883 -1.43913  0.10
H -0.30154 -3.60139 -0.07762  0.09
H -1.58903 -2.93444 0.64274  0.07
C -3.33488 -0.59723 1.12281  -0.17
Si -2.83384 0.75984 -0.09276  0.38
C -3.54371 0.40448 -1.78962  -0.17
C -3.64911 2.33313 0.48136  -0.18
C -0.96559 0.90733 -0.07230  -0.60
Si -0.17807 2.27668 -1.07487  0.36
C -1.03276 3.91259 -0.83201  -0.18
C -0.16735 1.91443 -2.91917  -0.17
C 1.59833 2.44081 -0.49118  -0.19
H -4.23588 -1.13204 0.80365  0.04
H -3.54307 -0.16724 2.10681  0.04
H -2.53604 -1.32624 1.26525  -0.02
H -4.63585 0.38039 -1.72137  0.05
H -3.22627 -0.54525 -2.21650  0.00
H -3.28204 1.19774 -2.49708  0.03
H -4.69572 2.12916 0.72920  0.04
H -3.63462 3.10425 -0.29144  0.02
H -3.16864 2.74075 1.37542  0.04
H -0.78449 1.23976 0.96761  -0.01
H -1.95705 3.97839 -1.41294  0.03
H -0.36975 4.71451 -1.17130  0.04
H -1.27904 4.09904 0.21697  0.04
H -1.08147 1.41631 -3.25689  0.02
H 0.69368 1.31524 -3.22992  0.02
H -0.08943 2.85692 -3.46831  0.05
H 1.61637 2.74931 0.56014  0.04
H 2.14709 3.19285 -1.06579  0.04
H 2.15584 1.49944 -0.56932  -0.01